(1)
Computed, not measured: an isolated molecule of C3H6N2O2, with ωB97M-V/def2-TZVPD.

The geometry in XYZ format:
```
13
Properties=species:S:1:pos:R:3:forces:R:3
C 1.757 0.560 0.444 0.0 -0.1 0.1
C 0.744 -0.272 0.664 0.3 0.1 -0.1
N 0.705 -1.655 0.558 0.0 0.1 -0.1
O -0.482 0.261 1.050 0.1 0.0 0.0
C -1.206 0.736 -0.017 -0.3 0.2 0.2
N -1.677 -0.190 -0.992 -0.3 -0.1 0.0
O -0.623 0.824 -1.253 -0.1 0.1 -0.2
H 2.696 0.220 0.030 0.0 0.0 0.2
H 1.613 1.618 0.627 0.1 -0.2 -0.1
H -0.223 -1.997 0.346 0.1 0.1 0.0
H 1.392 -2.022 -0.087 0.0 0.0 0.2
H -1.824 1.576 0.292 0.0 -0.1 0.0
H -2.524 0.194 -1.424 0.1 0.0 0.0
```
Positions in Å, forces in eV/Å.

## Properties
HOMO = -8.4 eV
net charge = 0
SMILES = C=C(N)O[C@@H]1NO1
calculated total energy = -377.7890 a.u.
multiplicity = 1


(2)
Computed, not measured: an isolated molecule of C5H9N3, with ωB97M-V/def2-TZVPD.

The geometry in XYZ format:
```
17
Properties=species:S:1:pos:R:3:forces:R:3
C -0.992 1.320 0.279 0.4 -0.2 -1.1
N -1.767 0.343 0.049 -0.6 -1.0 0.7
N -1.449 -0.932 -0.394 2.1 1.1 -0.3
C -0.226 -1.649 0.139 -1.5 -0.4 0.4
C 0.755 -0.594 0.490 0.0 0.2 1.1
C 2.124 -0.376 0.013 -0.2 0.6 -0.7
N 0.980 0.348 -0.559 0.2 -0.3 -0.5
C 0.422 1.629 -0.151 0.4 0.7 0.3
H -1.471 2.157 0.705 -0.8 1.0 0.3
H -2.286 -1.455 -0.442 -0.6 -0.6 0.3
H 0.208 -2.315 -0.606 -0.3 0.0 -0.2
H -0.554 -2.261 1.030 0.6 0.5 -0.7
H 0.557 -0.080 1.429 0.0 -0.4 0.2
H 2.668 -1.066 -0.599 -0.3 -0.4 -0.8
H 2.828 0.219 0.521 0.5 0.6 1.4
H 0.906 2.224 0.750 -0.3 -1.1 -1.8
H 0.310 2.280 -1.076 0.5 -0.4 1.3
```
Positions in Å, forces in eV/Å.

## Properties
HOMO = -8.0 eV
net charge = 0
SMILES = C1=NNC[C@H]2CN2C1
calculated total energy = -360.0478 a.u.
multiplicity = 1


(3)
Computed, not measured: a structure of composition C3H5CuO4, with ωB97M-V/def2-TZVPD.

The geometry in XYZ format:
```
13
Properties=species:S:1:pos:R:3:forces:R:3
O -0.676 0.978 0.053 0.1 -0.1 0.0
C -0.607 -0.076 -0.769 -2.3 0.4 0.8
C -0.043 0.664 1.298 0.2 0.1 0.0
O -1.355 -0.152 -1.767 0.3 -0.3 0.7
O -0.239 -1.181 -0.100 0.6 0.1 -0.6
C 0.023 -0.865 1.272 0.3 0.0 0.2
Cu -0.228 0.035 -3.284 0.4 -0.1 -1.0
H -0.662 1.060 2.109 0.2 -0.1 -0.2
H 0.949 1.132 1.322 -0.2 -0.1 0.0
H -0.746 -1.336 1.895 0.2 0.1 -0.2
H 1.011 -1.258 1.531 -0.3 0.1 0.0
O 0.934 0.722 -2.016 0.2 0.2 0.8
H 1.638 0.277 -1.543 0.4 -0.3 -0.5
```
Positions in Å, forces in eV/Å.

## Properties
HOMO (alpha / beta) = -6.2 / -10.5 eV
net charge = 0
calculated total energy = -2058.6190 a.u.
multiplicity = 3


(4)
Computed, not measured: the ion C14H21ClN3OS with charge +1, with ωB97M-V/def2-TZVPD.

The geometry in XYZ format:
```
41
Properties=species:S:1:pos:R:3:forces:R:3
O 1.090 -1.857 -0.541 0.0 -0.2 0.0
C 0.866 -0.636 -0.546 -0.1 0.4 -0.1
C -0.187 0.020 -1.450 -0.2 0.0 -0.1
N -0.918 -0.826 -2.348 0.2 0.0 0.2
C -0.390 -1.157 -3.640 0.0 -0.1 -0.2
C 0.459 -2.455 -3.625 0.1 0.4 -0.5
N 0.059 -3.238 -2.437 0.4 -0.1 0.5
C -1.404 -3.243 -2.257 -0.6 0.1 0.1
C -1.818 -1.825 -1.813 -0.2 0.1 0.0
N 1.507 0.197 0.252 0.0 0.1 0.0
C 2.535 -0.180 1.200 0.2 -0.1 0.2
C 2.360 0.588 2.505 0.0 0.5 -0.1
S 2.186 2.391 2.185 0.1 -0.2 0.1
C 0.517 2.738 2.695 0.2 -0.1 -0.1
C 0.284 3.981 3.271 0.0 -0.2 -0.1
C -0.991 4.339 3.662 -0.2 0.0 0.0
C -2.039 3.446 3.483 0.2 0.0 -0.1
Cl -3.632 3.876 3.980 -0.1 0.0 0.0
C -1.812 2.205 2.904 -0.1 0.1 0.1
C -0.537 1.856 2.499 0.0 0.1 0.1
H 0.308 0.795 -2.040 0.0 0.0 0.1
H -0.906 0.527 -0.794 0.2 0.1 0.0
H 0.206 -0.327 -4.018 0.0 -0.1 -0.1
H -1.239 -1.287 -4.317 0.1 0.0 -0.1
H 1.524 -2.235 -3.544 -0.1 -0.1 0.1
H 0.288 -3.030 -4.536 0.0 -0.1 0.1
H 0.444 -4.181 -2.472 -0.1 0.1 0.0
H 0.490 -2.696 -1.563 -0.1 -0.3 -0.4
H -1.679 -3.977 -1.500 0.1 0.0 -0.1
H -1.884 -3.517 -3.199 0.1 0.0 0.0
H -1.817 -1.760 -0.724 0.0 0.0 0.0
H -2.840 -1.627 -2.161 0.0 -0.2 0.1
H 1.328 1.197 0.222 -0.1 -0.1 -0.1
H 2.471 -1.256 1.371 0.1 0.1 0.0
H 3.515 0.053 0.771 -0.1 -0.1 0.0
H 3.246 0.466 3.126 -0.1 -0.1 0.0
H 1.485 0.263 3.063 0.0 -0.1 0.0
H 1.108 4.662 3.412 0.1 0.1 0.1
H -1.171 5.301 4.113 -0.1 0.1 0.1
H -2.633 1.519 2.767 -0.1 0.0 0.0
H -0.379 0.889 2.044 0.0 -0.1 0.0
```
Positions in Å, forces in eV/Å.

## Properties
HOMO = -10.8 eV
net charge = +1
SMILES = O=C(CN1CC[NH2+]CC1)NCCSc1ccc(Cl)cc1
calculated total energy = -1643.7605 a.u.
multiplicity = 1


(5)
Computed, not measured: a cluster of 11 separate species, C54H93NO31P5 in total, with ωB97M-V/def2-TZVPD.

The geometry in XYZ format:
```
184
Properties=species:S:1:pos:R:3:forces:R:3
C -28.167 -0.361 -6.561 1.1 -0.6 -0.3
C -28.456 0.285 -5.225 0.7 -0.1 -0.2
C -28.115 -0.710 -4.047 1.3 1.5 0.1
C -27.966 0.142 -2.747 -0.6 -1.0 0.2
C -26.972 1.298 -2.776 -1.6 0.9 -0.9
C -27.397 2.430 -3.771 -0.4 -3.7 -0.1
N -27.625 1.582 -5.077 1.7 2.6 -2.9
O -27.211 2.230 -6.228 -1.6 -2.3 3.4
C -26.251 3.365 -3.875 -0.1 2.3 -1.3
C -28.713 3.125 -3.409 -1.2 0.7 0.4
C -29.926 0.583 -5.306 -1.9 0.7 1.0
H -28.302 0.303 -7.415 0.1 0.0 0.3
H -28.789 -1.245 -6.701 -0.4 0.1 0.1
H -27.163 -0.786 -6.582 0.4 0.3 -0.1
H -27.180 -1.257 -4.167 0.5 0.4 -0.7
H -28.797 -1.560 -4.022 -0.7 0.5 0.4
H -27.587 -0.428 -1.899 -0.5 -0.7 0.0
H -29.000 0.411 -2.531 0.2 0.6 0.5
H -26.000 0.902 -3.069 0.2 0.2 -0.1
H -26.911 1.804 -1.812 0.1 -0.4 0.3
H -26.691 4.161 -4.475 0.6 0.5 -0.4
H -25.301 3.098 -4.338 -0.4 -0.7 -0.1
H -25.998 3.882 -2.950 -0.3 -0.5 0.5
H -29.480 3.251 -4.173 0.5 -0.6 -0.8
H -28.657 4.169 -3.098 1.0 0.2 0.2
H -29.300 2.690 -2.600 0.4 -0.5 0.1
H -30.333 1.109 -4.442 0.2 0.1 0.3
H -30.533 -0.320 -5.359 0.3 -0.5 0.1
H -30.304 1.167 -6.145 0.9 0.2 -0.3
C -27.342 -3.686 -10.843 3.2 0.9 0.5
C -26.765 -4.325 -11.918 1.1 0.0 -0.7
C -25.353 -4.439 -12.128 -1.3 -0.5 -0.2
C -24.445 -3.860 -11.245 -0.6 0.5 0.4
C -24.946 -3.135 -10.123 -1.6 -2.0 -2.1
C -26.353 -3.104 -9.937 1.8 -3.3 -5.0
O -26.742 -2.372 -8.993 -2.7 4.0 4.6
O -24.906 -5.131 -13.256 1.4 0.6 0.7
H -28.369 -3.352 -10.848 -0.1 -0.3 0.5
H -27.331 -4.639 -12.782 -0.5 -0.2 0.1
H -23.378 -3.886 -11.412 0.0 -0.2 -0.2
H -24.302 -2.629 -9.420 0.1 -0.1 0.1
H -26.252 -1.554 -9.106 -0.3 0.3 0.8
H -25.522 -5.539 -13.869 -0.7 0.4 0.6
C -30.175 -2.432 -1.194 -1.3 0.5 -1.3
C -30.723 -3.016 -2.361 -0.2 1.5 -0.3
C -31.547 -2.256 -3.235 0.7 1.2 4.8
C -31.938 -0.933 -2.804 0.0 -2.3 -1.5
C -31.458 -0.395 -1.649 0.9 0.2 0.1
C -30.504 -1.090 -0.902 -0.1 -1.8 -0.1
O -29.934 -0.602 0.212 0.2 0.0 0.7
O -32.159 -2.838 -4.236 -1.3 -0.4 -3.4
H -29.590 -2.993 -0.481 0.2 0.0 -0.1
H -30.545 -4.029 -2.688 0.2 -0.3 0.4
H -32.702 -0.428 -3.376 0.0 0.1 -0.2
H -31.773 0.604 -1.386 0.1 0.1 0.3
H -29.701 0.315 0.052 0.1 0.8 0.1
H -32.552 -3.704 -4.106 0.4 0.0 0.5
C -22.746 1.407 -7.328 -1.1 -1.1 0.5
C -22.403 2.546 -6.672 0.2 -0.2 1.5
C -22.589 2.593 -5.261 -1.2 -0.6 -2.1
C -23.252 1.519 -4.638 -0.2 1.0 0.4
C -23.742 0.403 -5.326 0.9 0.6 -0.3
C -23.439 0.348 -6.650 1.2 0.6 -2.3
O -23.681 -0.807 -7.379 -0.4 -0.5 0.3
O -22.310 3.738 -4.593 0.3 0.2 1.8
H -22.539 1.369 -8.387 -0.1 -0.4 -0.1
H -21.956 3.340 -7.252 0.1 0.3 0.3
H -23.552 1.638 -3.607 0.3 0.1 0.2
H -24.295 -0.424 -4.905 0.0 0.1 0.4
H -24.207 -0.633 -8.162 0.1 0.3 0.0
H -22.306 4.566 -5.079 -0.1 -0.5 -0.7
C -26.459 -4.678 -2.333 -0.2 1.1 0.5
C -27.073 -5.699 -1.620 0.4 0.1 -1.7
C -27.387 -5.564 -0.301 0.2 1.3 0.5
C -27.026 -4.340 0.262 0.1 1.1 2.2
C -26.387 -3.263 -0.357 -1.6 -1.9 -0.8
C -26.171 -3.456 -1.692 1.3 -0.4 -0.5
O -25.461 -2.514 -2.350 0.3 0.5 -1.8
O -28.079 -6.539 0.362 0.2 0.3 0.3
H -26.287 -4.770 -3.395 0.2 -0.1 0.0
H -27.299 -6.593 -2.181 -0.2 -0.3 0.0
H -27.151 -4.042 1.293 -0.7 -1.0 0.5
H -26.293 -2.277 0.073 0.3 -0.2 0.4
H -25.244 -1.751 -1.809 -0.2 -0.1 0.3
H -28.317 -7.173 -0.319 -0.1 -0.3 0.1
C -30.309 -0.729 -10.423 -0.3 -1.5 -2.2
C -29.438 0.208 -9.910 -0.8 -0.6 0.8
C -28.262 0.485 -10.535 -1.4 -1.1 -1.5
C -27.922 -0.123 -11.727 0.7 0.3 0.3
C -28.759 -1.048 -12.262 -2.5 0.2 -1.0
C -30.041 -1.293 -11.707 3.3 1.3 1.8
O -30.794 -2.250 -12.221 -2.0 -1.2 -0.2
O -27.442 1.304 -9.907 2.3 1.5 1.2
H -31.102 -1.260 -9.919 -0.4 0.7 0.5
H -29.526 0.636 -8.922 -0.5 0.0 0.0
H -26.974 0.075 -12.204 0.1 0.2 0.0
H -28.594 -1.415 -13.264 0.4 -0.4 -0.1
H -30.398 -2.694 -12.974 0.2 0.2 0.0
H -26.646 0.773 -9.829 0.6 0.7 0.3
C -32.925 1.232 -7.066 0.4 -0.3 0.0
O -32.363 1.769 -8.283 0.1 2.6 -0.2
P -31.768 3.294 -8.483 1.7 0.7 -0.6
O -31.711 3.841 -9.878 -0.3 -1.3 1.9
O -32.549 4.349 -7.504 -0.1 -2.4 0.0
C -32.173 5.710 -7.489 1.1 0.0 -0.7
O -30.270 3.152 -7.803 -2.1 -0.1 -1.1
C -29.142 4.004 -8.123 0.4 -0.9 1.1
H -33.988 0.999 -7.144 -0.2 0.9 -0.3
H -32.679 1.887 -6.230 -0.2 -0.3 0.2
H -32.517 0.227 -6.957 0.6 0.2 0.2
H -31.217 5.842 -7.996 -0.1 0.1 -0.4
H -31.925 6.041 -6.480 -0.8 0.0 0.2
H -32.929 6.265 -8.045 0.0 0.3 0.5
H -28.795 4.270 -7.125 0.0 0.8 -0.1
H -29.333 4.841 -8.796 -0.2 -0.2 0.1
H -28.333 3.357 -8.461 -0.2 0.0 -0.6
C -34.509 2.379 -2.818 -1.0 -1.2 1.0
O -33.925 3.549 -2.265 2.5 1.4 -1.4
P -32.830 4.256 -3.332 1.0 -1.2 -0.5
O -31.954 3.341 -4.196 -2.9 2.3 2.2
O -33.815 5.260 -4.116 1.3 -0.7 0.6
C -34.496 6.335 -3.416 -1.1 -0.3 -1.8
O -31.953 5.245 -2.378 -2.0 -3.2 0.7
C -31.323 6.350 -2.858 0.9 2.6 -0.5
H -33.994 1.493 -2.448 0.7 0.0 -0.7
H -34.693 2.419 -3.892 0.4 -0.1 0.0
H -35.465 2.218 -2.319 -0.3 0.6 -0.1
H -34.524 7.083 -4.208 0.5 0.7 0.6
H -34.118 6.645 -2.442 0.2 -0.2 -0.3
H -35.548 6.052 -3.399 0.0 -0.3 0.8
H -30.248 6.375 -2.677 0.1 -0.8 -0.3
H -31.647 7.218 -2.284 -0.4 0.2 0.0
H -31.547 6.547 -3.906 0.2 0.0 -0.1
C -28.700 5.694 1.214 -0.9 -0.4 0.2
O -28.776 4.623 0.262 -0.5 -2.7 -0.3
P -29.190 3.062 0.706 0.9 -0.7 -1.8
O -29.234 1.968 -0.361 0.4 3.2 1.7
O -28.170 2.728 1.882 -1.8 0.7 -1.0
C -26.953 2.202 1.404 2.6 -0.6 2.2
O -30.555 3.206 1.442 1.8 -2.8 1.7
C -31.649 3.672 0.754 -1.2 2.9 -0.1
H -27.770 6.227 1.018 -0.2 0.0 0.3
H -28.837 5.349 2.238 0.8 -0.2 0.1
H -29.596 6.302 1.089 0.2 0.5 -0.5
H -26.350 2.779 0.704 -0.8 0.0 -0.7
H -26.960 1.119 1.279 -0.5 0.2 -0.8
H -26.334 2.311 2.295 0.3 -0.1 0.1
H -32.569 3.564 1.329 0.3 -0.3 0.1
H -31.841 3.391 -0.281 0.6 -0.4 0.1
H -31.303 4.700 0.854 -1.8 1.0 -1.3
C -20.433 5.599 -1.205 -0.2 -1.2 0.1
O -21.428 4.588 -0.750 -1.1 1.7 -0.2
P -22.928 4.978 -0.221 -0.1 -3.2 0.4
O -23.782 3.734 0.027 1.8 3.0 -0.9
O -22.547 5.744 1.109 0.1 0.3 -1.1
C -23.503 6.110 2.064 -0.1 -0.4 2.0
O -23.569 6.089 -1.197 1.3 -0.1 3.9
C -23.580 5.892 -2.546 -0.7 -0.3 -1.8
H -19.580 5.583 -0.525 -0.3 -0.1 0.2
H -20.779 6.628 -1.303 -0.5 -0.2 0.1
H -20.074 5.217 -2.160 -0.2 0.2 0.0
H -24.334 5.412 2.171 -0.5 0.2 -1.0
H -23.762 7.168 2.029 -0.2 -0.2 -0.3
H -23.047 5.905 3.032 0.4 0.5 0.1
H -22.814 6.491 -3.040 0.2 0.0 0.0
H -24.561 6.279 -2.822 0.0 -0.4 -0.8
H -23.438 4.832 -2.759 -0.2 0.1 -0.6
C -25.029 -3.973 -6.145 1.1 1.2 1.1
O -25.580 -5.220 -5.864 -0.6 -2.5 0.2
P -27.050 -5.560 -6.370 1.1 -1.8 -1.3
O -27.671 -6.874 -5.926 1.5 3.1 -0.9
O -27.751 -4.211 -5.932 3.2 -0.9 -2.2
C -28.979 -4.283 -5.416 -3.5 1.0 1.1
O -26.792 -5.349 -7.989 -1.1 0.6 1.5
C -25.973 -6.198 -8.773 -0.4 -1.6 0.3
H -25.342 -3.354 -5.304 -0.2 0.8 -0.5
H -25.249 -3.575 -7.135 -0.2 0.0 0.2
H -23.952 -4.053 -5.993 0.1 -0.2 -0.4
H -28.876 -4.397 -4.337 -0.6 -0.1 0.1
H -29.605 -5.043 -5.884 0.0 -0.2 0.3
H -29.430 -3.322 -5.663 -0.4 0.1 0.4
H -26.155 -6.024 -9.833 0.2 0.5 0.2
H -26.299 -7.220 -8.579 0.0 -0.3 -0.1
H -24.916 -6.201 -8.505 0.0 0.6 0.0
```
Positions in Å, forces in eV/Å.

## Properties
HOMO (alpha / beta) = -7.5 / -7.5 eV
net charge = 0
calculated total energy = -6207.4928 a.u.
multiplicity = 2


(6)
Computed, not measured: a cluster of 2 separate species, C17H24O6 in total, with ωB97M-V/def2-TZVPD.

The geometry in XYZ format:
```
47
Properties=species:S:1:pos:R:3:forces:R:3
C 2.140 -3.261 1.853 0.0 0.8 0.6
C 2.251 -1.651 1.782 -0.8 -0.7 -0.1
C 1.262 -1.105 0.605 1.3 1.8 -0.4
C 2.222 -0.282 -0.427 -0.6 0.1 -0.8
C 0.282 -0.014 1.251 1.7 -0.1 2.4
O -0.109 1.153 0.443 -0.8 0.9 1.5
C -0.750 2.024 1.416 0.2 0.7 1.1
O -0.571 3.235 1.630 -0.5 -4.8 -1.5
C -1.714 0.977 2.182 -1.3 0.9 0.5
O -2.911 1.021 1.327 0.6 -0.1 0.5
C -0.933 -0.465 2.197 -2.4 1.3 -1.6
C -2.071 -1.438 1.644 -2.5 -2.9 -0.6
C -2.187 -1.995 0.206 -2.5 -0.7 2.7
C -3.418 -2.909 -0.156 0.1 1.1 2.8
C -4.527 -3.281 0.879 2.9 2.2 1.2
C -4.415 -2.725 2.325 3.0 1.2 -2.5
C -3.202 -1.832 2.668 -0.4 -1.0 -2.6
H 1.762 -3.688 0.861 0.8 0.5 1.4
H 1.361 -3.497 2.668 1.3 0.0 -1.3
H 3.171 -3.670 2.145 -1.7 0.2 -0.5
H 3.340 -1.311 1.613 -1.8 -0.5 0.0
H 1.938 -1.239 2.810 0.4 -0.5 -1.6
H 0.746 -1.951 0.042 0.6 1.2 1.0
H 3.122 -0.889 -0.775 -1.3 0.6 0.6
H 2.618 0.689 0.029 -0.6 -1.4 -0.4
H 1.638 0.023 -1.380 0.9 -0.5 1.6
H 0.987 0.502 2.017 -0.9 -1.0 -1.0
H -2.154 1.274 3.192 1.6 -0.1 -1.0
H -3.710 1.140 1.880 0.9 -0.2 -0.4
H -0.661 -0.733 3.273 -0.1 0.3 -1.7
H -1.393 -1.722 -0.584 -1.6 -0.5 1.4
H -3.502 -3.294 -1.240 0.1 0.7 2.0
H -5.423 -3.950 0.643 1.6 1.1 0.1
H -5.195 -2.924 3.149 1.4 0.2 -1.7
H -3.156 -1.404 3.732 0.1 -0.7 -1.8
C 0.122 3.239 -2.360 -0.2 0.0 0.5
O 0.614 3.043 -3.686 0.5 0.1 -0.3
C 1.931 3.267 -3.823 -0.2 0.0 0.0
O 2.689 3.604 -2.947 -0.3 -0.1 -0.4
O 2.259 3.048 -5.109 -0.2 0.0 0.3
C 3.640 3.249 -5.403 0.4 0.0 -0.2
H -0.949 3.031 -2.366 0.2 0.0 -0.3
H 0.603 2.548 -1.664 0.0 0.2 0.0
H 0.270 4.274 -2.042 0.1 -0.2 0.0
H 4.261 2.558 -4.828 -0.1 0.2 0.1
H 3.929 4.284 -5.206 0.0 -0.2 0.1
H 3.788 3.045 -6.464 -0.3 0.0 0.1
```
Positions in Å, forces in eV/Å.

## Properties
HOMO = -8.8 eV
net charge = 0
SMILES = CC[C@H](C)[C@H]1OC(=O)[C@@H](O)[C@H]1c1ccccc1.COC(=O)OC
calculated total energy = -1113.3824 a.u.
multiplicity = 1